1.
{
  "formula": "C27H48O24",
  "method": "ωB97M-V/def2-TZVPD",
  "elements": ["O", "O", "O", "O", "O", "O", "O", "O", "O", "O", "O", "O", "O", "O", "O", "O", "O", "O", "O", "O", "O", "O", "O", "O", "C", "C", "C", "C", "C", "C", "C", "C", "C", "C", "C", "C", "C", "C", "C", "C", "C", "C", "C", "C", "C", "C", "C", "C", "C", "C", "C", "H", "H", "H", "H", "H", "H", "H", "H", "H", "H", "H", "H", "H", "H", "H", "H", "H", "H", "H", "H", "H", "H", "H", "H", "H", "H", "H", "H", "H", "H", "H", "H", "H", "H", "H", "H", "H", "H", "H", "H", "H", "H", "H", "H", "H", "H", "H", "H"],
  "positions_angstrom": [[-4.7490, 0.3546, -5.4463], [1.8809, 3.8046, 5.6872], [-3.1987, 2.0065, -5.7521], [0.7635, -0.5519, -1.1365], [-2.4784, 4.5053, -0.2478], [-4.8801, 1.5352, -7.3152], [2.8337, 5.6759, -4.3256], [-3.9650, -0.8188, 3.0478], [4.9935, 5.1838, -4.9220], [4.5906, 6.0397, -2.7746], [4.8584, -4.4735, 1.1274], [5.1724, -2.9789, -0.4725], [1.3376, 1.2412, -0.0101], [0.7993, -8.4405, 3.0208], [-2.4677, 6.6738, -0.5542], [4.1000, 2.9541, 5.4460], [-2.1763, -1.9374, 3.9512], [2.9669, 4.1602, 3.7839], [1.8032, 1.0402, -2.3037], [-1.6786, 5.3687, -2.3069], [1.8811, -8.4674, 0.9380], [-0.0217, -7.3019, 1.2956], [4.8150, -5.2374, -0.8669], [-4.3454, -2.6132, 4.0422], [3.4624, -3.4620, 2.9694], [1.5706, 4.5801, 3.6211], [-3.4198, -1.7699, 3.6595], [-3.7913, -1.4924, -4.0448], [4.9224, -4.2996, -0.1315], [-2.0208, 7.8496, -1.2033], [0.4715, -0.9151, 0.2403], [-3.5215, 4.6630, 0.7180], [-5.6152, -2.0734, 3.8683], [6.3318, 5.0366, -4.6525], [-5.9499, 0.6353, -7.7995], [-1.0237, -6.6968, 2.1051], [4.6932, -3.3679, 2.0682], [1.3421, 0.5974, -1.1992], [5.4256, -2.6434, -1.7910], [1.6047, -9.3632, 3.6958], [-2.1918, 5.5135, -1.1324], [0.8943, 4.3701, 4.9207], [3.7247, 6.3340, -1.6513], [3.1172, 3.5693, 4.9604], [-4.2229, 0.0226, -4.1086], [3.9931, 5.6374, -3.9827], [0.7253, 0.4248, 1.0198], [-5.3855, -0.7641, 3.1561], [-4.1580, 1.2916, -6.1351], [0.9878, -8.1066, 1.7375], [-2.2232, -7.5104, 2.4019], [-6.2055, -2.6705, 3.1732], [2.6157, -8.9693, 3.5913], [-0.0440, 3.8229, 4.8296], [-2.4295, -8.2243, 1.6045], [-0.9660, 8.0788, -1.3547], [-0.2169, 0.8085, 1.4112], [-6.0178, 0.7417, -8.8821], [6.3432, 4.6752, -3.6242], [2.7065, 6.6126, -1.9228], [-3.1583, -6.9503, 2.4132], [-4.4275, 5.0342, 0.2389], [-3.7881, 3.7083, 1.1714], [-1.3837, -5.8283, 1.5535], [4.2378, 7.1976, -1.2281], [6.3796, -3.0859, -2.0778], [-3.3789, 5.4263, 1.4829], [5.5477, -3.4167, 2.7432], [3.6423, -3.6984, 4.0181], [1.5781, 5.6372, 3.3554], [6.7802, 6.0261, -4.7410], [-2.5627, 7.9649, -2.1420], [2.7066, -4.1356, 2.5654], [0.5971, 5.3510, 5.2917], [0.9632, -1.7959, 0.6534], [3.1546, -2.4201, 3.0585], [1.5298, -10.2659, 3.0896], [1.0415, 3.9856, 2.8764], [6.8752, 4.6134, -5.4973], [3.6651, 5.4349, -1.0380], [-1.9586, -7.9659, 3.3562], [-0.6442, -6.2960, 3.0450], [1.3238, 0.2529, 1.9144], [-3.4957, 0.7332, -3.7158], [-5.6894, 0.0866, 3.7660], [-2.3913, 8.6671, -0.5847], [-3.8808, -1.7692, -2.9944], [-5.9038, -0.4463, -7.6721], [5.4112, -1.5609, -1.9177], [-6.9019, 1.0443, -7.4611], [-0.6080, -1.0501, 0.1732], [-4.4122, -2.1429, -4.6608], [-6.1989, -1.9040, 4.7731], [-5.1448, 0.1823, -3.5493], [1.2692, -9.4269, 4.7309], [-6.0072, -0.7543, 2.2608], [4.7253, -3.0098, -2.5416], [4.9033, -2.4091, 1.5943], [-2.7594, -1.6726, -4.3461]],
  "lowdin_charge": [0.001, 0.027, 0.083, 0.079, -0.017, -0.030, 0.140, 0.114, -0.058, -0.064, 0.075, -0.050, 0.056, -0.042, -0.024, 0.105, 0.058, 0.080, 0.073, 0.076, 0.099, 0.027, 0.153, 0.098, -0.052, -0.093, -0.589, -0.047, -0.616, -0.045, -0.057, -0.062, -0.137, -0.109, -0.040, -0.258, -0.173, -0.553, -0.079, -0.032, -0.492, -0.211, -0.031, -0.426, -0.140, -0.433, -0.086, -0.083, -0.524, -0.509, -0.078, 0.133, 0.101, 0.131, 0.088, 0.102, 0.119, 0.082, 0.098, 0.086, 0.078, 0.093, 0.090, 0.119, 0.093, 0.099, 0.087, 0.118, 0.072, 0.133, 0.085, 0.101, 0.079, 0.127, 0.126, 0.066, 0.104, 0.129, 0.097, 0.095, 0.077, 0.124, 0.119, 0.120, 0.133, 0.091, 0.065, 0.087, 0.097, 0.085, 0.123, 0.071, 0.138, 0.114, 0.101, 0.135, 0.096, 0.117, 0.073],
  "homo_energy_ev": -10.1,
  "smiles": "CCOC(=O)OC.CCOC(=O)OC.CCOC(=O)OC.COC(=O)OC.COC(=O)OC.O=C1OCCO1.O=C1OCCO1.O=C1OCCO1",
  "orbital_gap_ev": 9.7,
  "multiplicity": 1
}

2.
{
  "formula": "C27H48O3",
  "method": "ωB97M-V/def2-TZVPD",
  "elements": ["O", "O", "O", "C", "C", "C", "C", "C", "C", "C", "C", "C", "C", "C", "C", "C", "C", "C", "C", "C", "C", "C", "C", "C", "C", "C", "C", "C", "C", "C", "H", "H", "H", "H", "H", "H", "H", "H", "H", "H", "H", "H", "H", "H", "H", "H", "H", "H", "H", "H", "H", "H", "H", "H", "H", "H", "H", "H", "H", "H", "H", "H", "H", "H", "H", "H", "H", "H", "H", "H", "H", "H", "H", "H", "H", "H", "H", "H"],
  "positions_angstrom": [[3.8815, -0.2811, -1.6479], [5.6958, -2.3544, -1.5124], [5.1688, 2.1207, -1.2643], [-0.8010, 1.3890, 0.6085], [-5.0904, -2.8095, -1.7360], [1.8587, -0.0098, 0.2928], [-0.9052, 2.0155, 1.9977], [5.8226, -1.9024, -0.1862], [-5.5743, 0.1217, -0.7794], [4.2838, 0.1174, -0.3396], [0.3698, 1.9990, -0.1899], [0.7656, -0.5298, 1.2273], [3.6164, -0.1278, 2.1229], [3.3784, -2.0261, 0.5084], [-2.0039, 1.7590, -0.3015], [-0.6199, -0.1300, 0.7273], [1.7599, 1.5203, 0.2554], [5.7226, -0.3730, -0.0987], [4.2375, 1.6581, -0.2962], [-3.3720, 1.1568, 0.0946], [-4.1417, 2.1502, 0.9690], [2.8300, 2.1418, -0.6406], [-4.4995, -3.3581, 0.6311], [-4.2303, 0.7739, -1.1200], [-1.4800, 1.4274, -1.7067], [3.2824, -0.4973, 0.6730], [-4.5831, -2.2442, -0.4120], [0.0249, 1.7334, -1.6657], [4.7905, -2.5620, 0.7381], [-5.4857, -1.1208, 0.1104], [-1.6870, 1.5342, 2.5801], [-3.1938, 0.2500, 0.6749], [-6.1106, -3.1723, -1.6266], [1.6626, -0.3944, -0.7118], [5.0904, -2.4078, 1.7750], [0.2647, 2.6030, -2.2776], [1.9147, 1.8982, 1.2719], [4.8827, -1.9531, -1.8578], [-2.1043, 2.8498, -0.2564], [5.0885, 3.0773, -1.3322], [-1.9908, 2.0138, -2.4689], [6.3638, 0.0659, -0.8664], [-1.3637, -0.5344, 1.4175], [-6.0629, -0.1445, -1.7192], [-3.5241, 2.5224, 1.7798], [0.0293, 1.9063, 2.5421], [-6.2214, 0.8484, -0.2846], [-3.5741, -1.8487, -0.5641], [2.6367, 1.8725, -1.6801], [0.5922, 0.8901, -2.0558], [4.7992, -3.6366, 0.5449], [2.7887, 3.2327, -0.5608], [-1.6352, 0.3759, -1.9427], [-4.4293, 1.6725, -1.7094], [-5.1326, -0.8259, 1.1009], [-4.1125, -2.9761, 1.5737], [0.8028, -1.6181, 1.2847], [3.0338, -0.7512, 2.7964], [3.3894, 0.9116, 2.3390], [2.7075, -2.5164, 1.2146], [3.0529, -2.2882, -0.4994], [6.0839, -0.0292, 0.8688], [0.9170, -0.1370, 2.2325], [-3.6780, 0.0835, -1.7553], [4.3989, 0.2665, -2.2540], [4.6647, -0.2916, 2.3468], [4.5400, 2.0089, 0.6999], [-4.4649, -3.6401, -2.0564], [-6.4961, -1.5198, 0.2366], [-5.4848, -3.7826, 0.8133], [-0.7808, -0.5969, -0.2436], [-1.1265, 3.0785, 1.9242], [-5.0201, 1.6839, 1.4070], [0.3419, 3.0836, -0.0278], [-3.8415, -4.1542, 0.2899], [6.8286, -2.2136, 0.1230], [-4.4675, 3.0001, 0.3717], [-5.0750, -2.0547, -2.5176]],
  "lowdin_charge": [0.007, -0.026, -0.014, -0.413, -0.073, -0.205, -0.021, -0.366, -0.199, -0.390, -0.216, -0.124, -0.005, -0.120, -0.225, -0.112, -0.219, -0.046, -0.293, -0.317, -0.051, -0.079, -0.082, -0.177, -0.141, -0.355, -0.444, -0.118, -0.122, -0.192, 0.084, 0.116, 0.083, 0.147, 0.113, 0.115, 0.139, 0.073, 0.149, 0.103, 0.115, 0.129, 0.117, 0.104, 0.062, 0.075, 0.102, 0.121, 0.121, 0.111, 0.120, 0.132, 0.101, 0.123, 0.105, 0.073, 0.114, 0.093, 0.082, 0.113, 0.127, 0.124, 0.113, 0.095, 0.120, 0.078, 0.158, 0.076, 0.119, 0.080, 0.124, 0.090, 0.072, 0.151, 0.074, 0.145, 0.089, 0.068],
  "homo_energy_ev": -9.5,
  "smiles": "CC(C)CCC[C@H](C)[C@@H]1CC[C@@H]2[C@@H]3C[C@H](O)[C@@]4(O)C[C@H](O)CC[C@]4(C)[C@H]3CC[C@@]21C",
  "orbital_gap_ev": 10.1,
  "multiplicity": 1
}

Q: Look up the multiplicity of the first one.
A: 1

Q: What is the multiplicity in the second record?
A: 1